Computed, not measured: 14 unconnected molecules or ions with the total composition C48H132N8O16 at a distorted geometry, with the ωB97M-V functional and the def2-TZVPD basis.

**DFT total energy**: -96588.4700 eV
**Orbital gap**: 8.634 eV
**LUMO energy**: 0.36 eV
**Maximum force**: 3.095 eV/Å
**Energy relative to the best compared isomer or geometry (same formula, charge and spin)**: 0.0 kJ/mol
**E_HOMO**: -8.28 eV

Geometry (Å):
H: 4.8139 -4.8884 2.0601
C: 2.4925 -1.0506 5.9666
H: 2.7315 0.3227 -5.8764
C: -1.1544 -2.7884 5.9517
H: -1.3852 -2.2366 -3.8355
H: -3.8591 -7.3559 2.0451
C: -5.9221 4.4244 -2.4252
C: -5.8408 -6.9184 1.3669
C: 5.1131 7.3742 -0.5502
H: -3.8474 -5.3659 0.8561
O: -0.3632 -2.9817 -5.3461
C: -2.9347 1.5876 4.8693
H: 1.1792 -6.1053 1.6949
H: 1.5643 -1.4065 -4.3722
H: 0.1169 -0.0998 -5.7311
H: 0.5878 -4.3872 -2.8817
C: -4.6243 0.3465 -5.2492
H: -0.0279 -7.4889 -0.1097
C: 1.8207 0.4849 -3.8977
C: -4.5852 -6.5623 2.2214
C: 4.9076 1.9530 -1.0380
H: -3.6485 0.1342 -5.6862
C: -0.8625 -2.6256 4.4409
C: 1.8747 4.5209 -2.2226
C: -3.8506 -2.8917 1.5850
C: 4.8322 -0.9690 -5.7156
O: 1.8777 1.1499 5.4172
H: -5.0028 8.2645 0.3122
H: 4.1487 -3.9747 3.4017
H: 3.5846 6.8976 -2.0701
N: 5.8090 6.1055 -0.6165
H: -5.8377 6.6104 -1.1368
H: 0.7881 2.8296 5.0199
H: 3.8200 0.2996 7.0947
H: -0.6313 -1.5623 4.3779
H: 2.7198 -3.0933 0.0165
H: -3.6655 1.7313 2.7928
H: 4.2538 2.9901 1.6472
C: -4.1003 1.7478 -0.4591
H: 4.6930 7.1485 1.5501
H: 5.2177 5.4219 -0.1658
C: 1.1496 1.9208 4.5386
H: -3.6593 8.0552 1.1786
C: -0.4788 -7.3213 0.8684
H: 1.0126 -3.1041 4.6816
H: 0.0107 4.3791 -1.0932
H: -3.6350 1.1945 0.3566
O: -0.2946 -0.2508 -1.3667
O: -4.0586 -3.0067 0.1710
H: -6.0641 -7.4781 -1.8966
H: 3.0729 -4.7143 2.1703
C: -6.5610 -7.3482 -0.9352
H: -2.1697 0.8256 3.0745
H: 5.8254 8.1957 -0.4743
H: 7.3995 1.9457 -1.7608
O: 2.5081 3.7182 -3.1874
H: -0.3207 -4.9125 2.9796
H: 5.0986 7.5605 -2.6575
O: 4.1466 -1.7101 -0.6338
H: -5.0227 1.2242 -0.7104
H: 3.3911 3.6528 0.3544
H: -4.6016 -3.9950 3.3702
H: 2.3555 6.1145 2.3885
O: 3.2606 6.2301 0.4777
H: -3.4372 7.0859 -0.7786
H: 0.6855 -3.1881 -1.6227
H: 2.5822 4.6743 -1.4077
H: 1.1046 3.0525 -0.9546
H: 5.1647 -2.4634 1.7218
C: -3.1643 1.0370 3.4672
N: 3.9415 0.4917 0.7381
N: 3.2707 -1.9128 2.2568
H: -5.7438 -0.9230 -6.6732
H: -3.6168 0.0462 3.5079
H: 0.1287 3.2325 -2.4824
H: 1.3768 5.5556 0.9986
H: 1.4675 0.1190 -0.5895
H: -1.0648 -0.6071 1.0113
H: 4.4785 -0.8384 -6.7383
H: 0.1003 -0.4962 -2.2066
C: 3.4532 2.7422 0.9502
C: -0.1962 0.0475 0.9405
H: 3.7258 -1.3872 7.6071
C: 4.1589 7.2941 0.6112
O: -5.4608 -7.0989 0.0021
H: -3.2740 -2.2155 -1.6565
H: 1.5300 5.4529 -2.6707
C: -3.1604 -2.2456 -0.5729
C: -5.7838 0.1083 -6.3227
C: -5.2555 5.8349 -0.6390
C: 3.7803 1.6599 -0.0512
N: -4.5051 7.5921 0.8782
H: 3.3583 4.1109 -3.3984
H: 3.8765 8.6110 -1.7586
H: 4.9600 -2.5138 -2.4640
H: 5.3578 -1.9221 -5.6557
H: 2.9924 -0.0291 4.0710
H: 0.7413 -1.4842 -0.1692
O: -4.8235 -0.4578 -4.1097
C: 4.1490 -2.8402 1.6016
H: -2.3406 0.9206 5.4940
H: -6.6513 -6.2018 1.4993
H: -0.7484 0.2028 -4.3334
H: 3.6328 1.1297 -4.6069
H: 2.2382 0.6913 -2.9122
C: -1.1720 -4.1555 -5.4351
H: 4.9273 0.4874 0.9581
H: 3.0717 -2.3587 4.4094
H: -6.2287 5.1954 -3.1321
H: 1.3509 1.4219 -4.1965
H: 5.1107 1.0918 -1.6744
H: 4.4860 -0.8577 -2.3377
H: -1.1298 -4.6333 0.2029
H: -2.5382 5.0353 -0.0942
N: 1.0070 -0.7207 -3.8830
H: -3.8462 1.7852 5.4335
H: -1.5572 -7.2510 0.7260
H: -0.2387 -2.8608 6.5385
H: 1.6277 -1.0243 6.6296
C: 4.2056 -1.8627 -2.0222
H: 4.7562 -1.0690 6.3275
H: -1.6961 -2.7680 3.7532
C: 0.5675 -0.4143 -0.2834
H: 4.3801 -3.7237 -0.3367
O: 0.3447 -3.3085 4.0230
H: -0.4555 1.1046 0.8821
H: -3.3418 2.6776 -2.2343
H: -1.9274 0.4183 -1.7071
H: 6.9410 3.6174 -1.7804
C: 2.1054 6.2898 1.3421
N: -0.6125 -5.8107 2.6217
H: -3.0801 -1.1938 -0.2985
H: -5.6194 0.7462 -7.1911
H: 8.0028 3.0363 -0.4967
H: -1.9994 -4.0273 -6.1331
N: 2.7386 -2.3589 5.3630
H: -6.8046 0.3119 -5.9992
O: 3.7334 -0.9549 -4.7846
O: 6.0584 2.3541 -0.2995
H: -2.3897 3.4193 5.3803
N: -3.9189 -5.3522 1.8635
O: -4.8556 4.8717 -1.5873
H: 3.7809 -0.3036 0.1366
C: -2.9967 1.9347 -1.5152
H: -1.9411 -1.5852 -5.3664
C: -0.0708 -4.8113 0.3898
H: -1.8107 -1.9826 6.2803
H: -4.6504 1.4086 -5.0054
H: -2.0473 2.2268 -1.0666
H: -1.5700 -5.7343 2.3095
H: 0.3754 -3.9009 0.7901
H: 3.6851 8.2660 0.7488
H: 1.3593 -0.4638 4.2100
H: -1.4969 -4.5760 -4.4834
H: 5.8068 5.7936 -1.5772
H: 1.5712 7.2377 1.2772
C: -4.0145 6.5592 -0.0188
C: -0.1392 -0.5793 -4.7864
C: -1.0519 -1.8850 -4.8119
O: -2.1710 2.8162 4.6661
H: 3.4155 -2.8716 5.9099
C: 2.1852 -0.0701 4.8024
H: -1.6875 -3.6927 6.2453
H: -2.2794 6.0824 1.3049
O: 0.4600 -5.1369 -0.9150
C: 3.8057 -0.7311 6.7403
H: 3.2647 -0.9990 1.8265
C: 4.0180 -4.1996 2.3432
H: 0.2387 1.4176 4.2143
C: 7.1390 2.7807 -1.1104
H: -2.1765 -2.6940 -0.4355
H: -3.5370 5.0228 1.3459
C: -3.0358 5.6772 0.6328
C: 0.6675 3.7377 -1.6808
H: 0.3771 -0.1798 1.8393
C: 3.0164 0.2579 -4.8263
C: 3.7913 -2.8996 0.0661
H: -0.2266 -8.1733 1.4998
H: -6.7306 4.0924 -1.7739
C: -4.5805 -4.0785 2.2836
H: -7.1855 -8.2188 -0.7350
H: 2.3175 -2.2466 2.2613
H: 5.5323 -0.1643 -5.4911
H: -5.9017 5.4469 0.1484
H: -2.7873 -3.0022 1.7978
H: -6.2772 -7.8335 1.7672
H: -7.1892 -6.4670 -1.0653
H: 1.6766 2.2337 3.6372
H: -5.6060 3.5901 -3.0514
H: -4.2438 -1.9399 1.9422
C: 0.2021 -4.1260 -1.8962
C: 0.1244 -6.0334 1.4298
H: 4.5303 2.7853 -1.6322
C: 4.3570 7.6381 -1.8624
H: 3.2518 -2.0286 -2.5230
H: -0.8587 -3.8989 -2.0023
H: 2.8847 1.4839 -0.6470
O: -2.7153 0.7422 -2.1497
H: -5.6252 -4.0883 1.9727
H: -4.1594 -0.1104 -3.5098
H: -4.3109 2.7286 -0.0325
H: 2.5107 2.5456 1.4612
H: -0.6385 -4.9750 -5.9167
H: -4.8326 -6.6189 3.2814

Here are the Löwdin charges for atoms 1 to 99, given in e: number 1, H, carries 0.075; number 2, C, carries -0.366; number 3, H, carries 0.120; number 4, C, carries -0.067; number 5, H, carries 0.108; number 6, H, carries 0.109; number 7, C, carries -0.088; number 8, C, carries -0.219; number 9, C, carries -0.426; number 10, H, carries 0.098; number 11, O, carries -0.189; number 12, C, carries -0.280; number 13, H, carries 0.122; number 14, H, carries 0.097; number 15, H, carries 0.120; number 16, H, carries 0.087; number 17, C, carries -0.306; number 18, H, carries 0.068; number 19, C, carries -0.186; number 20, C, carries -0.211; number 21, C, carries -0.167; number 22, H, carries 0.089; number 23, C, carries -0.262; number 24, C, carries -0.317; number 25, C, carries -0.190; number 26, C, carries -0.072; number 27, O, carries -0.150; number 28, H, carries 0.068; number 29, H, carries 0.065; number 30, H, carries 0.056; number 31, N, carries 0.059; number 32, H, carries 0.115; number 33, H, carries 0.089; number 34, H, carries 0.073; number 35, H, carries 0.076; number 36, H, carries 0.110; number 37, H, carries 0.071; number 38, H, carries 0.092; number 39, C, carries -0.057; number 40, H, carries 0.129; number 41, H, carries 0.056; number 42, C, carries -0.129; number 43, H, carries 0.069; number 44, C, carries -0.060; number 45, H, carries 0.017; number 46, H, carries 0.065; number 47, H, carries 0.046; number 48, O, carries -0.105; number 49, O, carries -0.173; number 50, H, carries 0.081; number 51, H, carries 0.066; number 52, C, carries -0.076; number 53, H, carries 0.052; number 54, H, carries 0.133; number 55, H, carries 0.081; number 56, O, carries -0.086; number 57, H, carries 0.028; number 58, H, carries 0.078; number 59, O, carries -0.226; number 60, H, carries 0.084; number 61, H, carries 0.044; number 62, H, carries 0.114; number 63, H, carries 0.091; number 64, O, carries -0.221; number 65, H, carries 0.132; number 66, H, carries 0.060; number 67, H, carries 0.078; number 68, H, carries 0.056; number 69, H, carries 0.138; number 70, C, carries -0.078; number 71, N, carries 0.049; number 72, N, carries 0.038; number 73, H, carries 0.061; number 74, H, carries 0.065; number 75, H, carries 0.078; number 76, H, carries 0.077; number 77, H, carries 0.093; number 78, H, carries 0.067; number 79, H, carries 0.085; number 80, H, carries 0.036; number 81, C, carries -0.045; number 82, C, carries -0.044; number 83, H, carries 0.068; number 84, C, carries -0.234; number 85, O, carries -0.197; number 86, H, carries 0.092; number 87, H, carries 0.111; number 88, C, carries -0.117; number 89, C, carries -0.069; number 90, C, carries -0.193; number 91, C, carries -0.444; number 92, N, carries 0.030; number 93, H, carries 0.079; number 94, H, carries 0.081; number 95, H, carries 0.100; number 96, H, carries 0.091; number 97, H, carries 0.118; number 98, H, carries 0.090; number 99, O, carries -0.082